Entry 1:
The following is a quantum chemistry calculation of a structure of composition C15H9F5IN4OSeSn, from OMol25.

Its net charge is +1. Its multiplicity is 1.

Geometry (Å):
Sn1 0.093 -0.180 0.150
I1 0.005 -6.607 -1.461
C1 -0.243 -4.561 -1.722
C2 -0.794 -3.922 -2.813
N1 -0.747 -2.606 -2.550
N2 -0.198 -2.350 -1.353
C3 0.109 -3.537 -0.839
H1 -1.195 -4.320 -3.727
H2 -1.076 -1.855 -3.134
H3 0.556 -3.613 0.138
N3 -0.279 6.864 2.993
C4 0.684 5.927 3.105
O1 1.690 6.082 3.759
C5 0.463 4.627 2.357
C6 -0.637 4.329 1.560
C7 -0.685 3.111 0.908
N4 0.283 2.199 1.006
C8 1.333 2.476 1.785
C9 1.462 3.665 2.469
H4 -0.148 7.729 3.491
H5 -1.130 6.736 2.479
H6 -1.461 5.015 1.433
H7 -1.528 2.847 0.280
H8 2.095 1.706 1.849
H9 2.324 3.868 3.089
F1 -4.035 -2.813 7.040
C10 -3.432 -2.407 5.936
C11 -2.240 -3.001 5.537
F2 -1.701 -3.972 6.262
C12 -1.620 -2.575 4.373
F3 -0.481 -3.146 3.986
C13 -2.172 -1.563 3.601
Se1 -1.364 -1.084 1.916
C14 -3.353 -0.968 4.018
F4 -3.886 0.013 3.291
C15 -3.989 -1.386 5.176
F5 -5.124 -0.813 5.556


Entry 2:
The following is a quantum chemistry calculation of a cluster of 2 separate species, C15H9IO6P in total at a distorted geometry, from OMol25.

Its net charge is -3. Its multiplicity is 1.

Geometry (Å):
C1 -1.301 2.185 -2.886
C2 -0.135 1.239 -2.716
C3 0.724 1.077 -3.789
C4 1.828 0.219 -3.722
C5 2.064 -0.458 -2.546
C6 1.214 -0.307 -1.446
C7 0.098 0.544 -1.505
C8 -0.795 0.674 -0.331
O1 -1.952 1.065 -0.464
C9 -0.191 0.308 0.946
C10 -0.647 0.797 2.186
I1 -2.224 2.204 2.362
C11 -0.079 0.399 3.373
C12 0.987 -0.502 3.400
C13 1.490 -0.961 2.203
C14 0.922 -0.566 0.989
C15 1.521 -1.080 -0.234
O2 2.280 -2.055 -0.266
H1 -1.351 2.490 -3.937
H2 -1.171 3.075 -2.274
H3 -2.251 1.727 -2.640
H4 0.541 1.602 -4.720
H5 2.483 0.078 -4.574
H6 2.908 -1.123 -2.434
H7 -0.458 0.756 4.317
H8 1.426 -0.839 4.326
H9 2.314 -1.656 2.167
O3 -2.905 -3.356 3.457
P1 -2.064 -2.207 2.857
O4 -1.188 -1.512 3.954
O5 -2.949 -1.098 2.230
O6 -1.140 -2.721 1.717


Entry 3:
The following is a quantum chemistry calculation of a structure of composition C16H10BrCl32FN3O7PS2 at a distorted geometry, from OMol25.

Its multiplicity is 1.

Geometry (Å):
O1 0.178 3.571 -1.991
C1 -0.086 2.452 -1.645
N1 0.274 1.915 -0.405
C2 -0.766 1.024 0.037
Br1 -0.296 -0.179 1.476
S1 -2.085 2.090 0.791
O2 -3.056 1.272 1.429
O3 -2.592 2.981 -0.203
F1 -1.293 2.832 1.896
C3 -1.278 0.437 -1.281
C4 -1.310 -1.065 -1.546
C5 0.027 -1.797 -1.542
S2 1.129 -1.424 -2.936
C6 2.096 -0.201 -2.152
N2 2.530 -0.170 -0.935
N3 3.195 1.036 -0.806
C7 3.124 1.642 -1.937
O4 2.427 0.897 -2.856
C8 -0.835 1.373 -2.410
P1 -2.132 1.873 -3.577
O5 -2.826 0.648 -3.989
O6 -1.392 2.505 -4.831
O7 -3.061 3.009 -3.000
H1 0.609 2.611 0.251
H2 -2.354 0.653 -1.216
H3 -1.992 -1.542 -0.847
H4 -1.742 -1.164 -2.540
H5 0.613 -1.660 -0.641
H6 -0.186 -2.861 -1.603
H7 3.498 2.613 -2.248
H8 -0.044 0.982 -3.054
H9 -0.443 2.587 -4.678
H10 -3.356 2.774 -2.107
C9 -0.824 -2.445 4.910
Cl1 -1.568 -4.007 4.573
Cl2 -2.047 -1.177 4.775
Cl3 -0.140 -2.452 6.536
Cl4 0.459 -2.135 3.729
C10 5.141 4.147 -4.815
Cl5 5.043 5.640 -5.745
Cl6 6.563 4.184 -3.769
Cl7 3.689 3.980 -3.802
Cl8 5.263 2.776 -5.915
C11 -1.987 -8.238 4.782
Cl9 -1.884 -7.553 6.407
Cl10 -0.365 -8.619 4.198
Cl11 -2.962 -9.710 4.821
Cl12 -2.744 -7.065 3.700
C12 0.800 -2.855 10.376
Cl13 1.730 -1.675 9.445
Cl14 0.859 -4.422 9.562
Cl15 1.489 -3.005 11.994
Cl16 -0.878 -2.317 10.495
C13 -5.952 0.499 3.541
Cl17 -5.794 -0.536 2.118
Cl18 -5.828 2.192 3.061
Cl19 -7.521 0.216 4.302
Cl20 -4.667 0.108 4.690
C14 -6.498 -5.473 1.973
Cl21 -5.953 -3.890 2.538
Cl22 -5.725 -5.845 0.428
Cl23 -6.063 -6.711 3.157
Cl24 -8.251 -5.447 1.765
C15 1.578 4.021 -7.764
Cl25 2.156 5.435 -6.871
Cl26 2.577 3.793 -9.202
Cl27 1.685 2.578 -6.742
Cl28 -0.101 4.267 -8.242
C16 10.377 3.999 -2.789
Cl29 10.264 5.495 -3.720
Cl30 11.811 4.048 -1.761
Cl31 8.935 3.828 -1.779
Cl32 10.485 2.625 -3.891


Entry 4:
The following is a quantum chemistry calculation of the ion C16H10BrCl4O4 with charge -1 at a distorted geometry, from OMol25.

Its net charge is -1. The SMILES is CCOC(=O)[C@H](c1ccc(Br)cc1)[C@]1([O-])C(=O)C(Cl)=C(Cl)C(Cl)=C1Cl. Its multiplicity is 1.

Geometry (Å):
C1 -4.839 0.219 0.109
C2 -3.659 -0.398 0.802
O1 -2.502 0.108 0.115
C3 -1.314 -0.310 0.597
O2 -1.240 -0.847 1.690
C4 -0.170 -0.048 -0.405
C5 0.687 -1.290 -0.525
C6 0.791 -2.320 0.423
C7 1.630 -3.421 0.172
C8 2.353 -3.481 -1.031
Br1 3.536 -4.919 -1.366
C9 2.248 -2.450 -1.988
C10 1.425 -1.367 -1.714
C11 0.696 1.228 -0.369
O3 1.162 1.568 -1.531
C12 2.158 1.083 0.344
O4 2.773 0.053 0.427
C13 2.856 2.358 0.670
Cl1 4.542 2.221 0.842
C14 2.151 3.489 0.990
Cl2 2.978 4.860 1.601
C15 0.707 3.513 0.834
Cl3 -0.177 4.864 1.423
C16 0.007 2.485 0.237
Cl4 -1.561 2.740 -0.356
H1 -5.764 -0.014 0.649
H2 -4.731 1.308 0.056
H3 -4.941 -0.168 -0.910
H4 -3.611 -0.110 1.860
H5 -3.663 -1.495 0.715
H6 -0.716 -0.018 -1.353
H7 0.267 -2.239 1.368
H8 1.717 -4.208 0.920
H9 2.819 -2.478 -2.909
H10 1.383 -0.516 -2.390


Entry 5:
The following is a quantum chemistry calculation of a cluster of 2 separate species, C16H10Cl5O4 in total at a distorted geometry, from OMol25.

Its net charge is -1. Its multiplicity is 1.

Geometry (Å):
Cl1 -1.589 2.493 2.745
C1 -0.741 1.006 2.695
C2 -1.447 -0.191 2.658
Cl2 -3.153 -0.216 2.806
C3 -0.813 -1.492 2.558
O1 -1.423 -2.562 2.499
C4 0.749 -1.482 2.618
O2 1.358 -2.553 2.680
C5 1.399 -0.177 2.648
Cl3 3.101 -0.205 2.678
C6 0.693 1.019 2.680
Cl4 1.528 2.511 2.646
C7 -6.360 -1.498 -0.524
C8 -5.534 -2.404 0.354
O3 -4.401 -2.871 -0.381
C9 -3.698 -3.796 0.359
C10 -2.355 -3.974 -0.176
C11 -1.418 -4.854 0.374
C12 -1.742 -5.600 1.553
C13 -0.811 -6.421 2.160
Cl5 -1.225 -7.222 3.624
C14 0.471 -6.606 1.598
C15 0.778 -5.956 0.388
C16 -0.140 -5.122 -0.229
O4 -4.237 -4.337 1.324
H1 -7.059 -0.950 0.119
H2 -5.763 -0.770 -1.098
H3 -6.960 -2.092 -1.229
H4 -5.163 -1.853 1.233
H5 -6.173 -3.235 0.691
H6 -2.170 -3.524 -1.148
H7 -2.751 -5.519 1.954
H8 1.181 -7.254 2.102
H9 1.763 -6.105 -0.056
H10 0.069 -4.665 -1.201


Entry 6:
The following is a quantum chemistry calculation of a cluster of 2 separate species, C16H10ClINO8 in total at a distorted geometry, from OMol25.

Its net charge is -1. Its multiplicity is 1.

Geometry (Å):
O1 4.141 -1.810 1.970
C1 4.673 -1.290 1.050
I1 6.294 -2.322 0.047
C2 4.290 0.069 0.492
C3 2.818 0.067 0.178
C4 2.410 -0.599 -0.947
N1 1.099 -0.656 -1.272
C5 0.168 -0.084 -0.487
O2 -1.152 -0.211 -0.860
C6 -1.843 -1.187 -0.212
O3 -1.329 -2.172 0.243
C7 -3.303 -0.927 -0.164
C8 -4.144 -1.827 -0.796
C9 -5.509 -1.640 -0.765
C10 -6.035 -0.540 -0.110
C11 -5.199 0.353 0.534
C12 -3.835 0.157 0.509
C13 0.497 0.602 0.635
C14 1.847 0.701 0.967
C15 2.193 1.460 2.194
O4 1.766 1.206 3.283
O5 3.041 2.489 1.920
Cl1 3.581 3.313 3.294
H1 4.817 0.244 -0.442
H2 4.564 0.822 1.223
H3 3.100 -1.096 -1.606
H4 0.824 -1.144 -2.110
H5 -3.721 -2.682 -1.303
H6 -6.166 -2.344 -1.254
H7 -7.106 -0.402 -0.103
H8 -5.633 1.203 1.039
H9 -3.183 0.853 1.017
H10 -0.257 1.078 1.237
C16 1.588 2.086 -2.362
O6 2.809 1.699 -2.329
O7 0.993 2.501 -1.276
O8 0.901 2.027 -3.436


For the records above, the corresponding E_HOMO values read -0.42641 0.15147 -0.35255 -0.16700 -0.10813 -0.09515 hartree.